A cluster of 10 separate species, C45H104F9N8O7PS in total at a distorted geometry, computed with wB97M-V/def2-TZVPD.

* calculated total energy: -119132.081 eV
* energy above the lowest of the compared OMol25 structures with the same formula, charge and spin: 0.0 kcal per mole
* charge: +6
* largest force on an atom: 2.96 eV/Å
* LUMO level: -13.04 eV
* gap between HOMO and LUMO: 8.1 eV

Each line ends with the Löwdin charge.
Geometry (Å):
C  2.875  -3.891  1.313  0.04
C  1.523  -4.534  1.211  -0.39
O  1.107  -5.226  0.353  0.22
N  0.605  -4.243  2.390  0.10
H  0.147  -5.117  2.683  0.20
H  1.153  -4.070  3.237  0.17
C  -0.310  -3.079  2.161  0.02
H  2.823  -2.955  0.752  0.06
H  3.605  -4.563  0.868  0.11
H  3.117  -3.758  2.366  0.08
H  0.242  -2.217  2.525  0.08
H  -1.236  -3.192  2.718  0.10
H  -0.575  -2.953  1.115  0.09
C  -1.092  2.164  -3.800  0.04
C  -0.468  2.933  -2.704  -0.39
O  -1.033  3.589  -1.903  0.20
N  1.051  2.729  -2.567  0.08
H  1.160  1.793  -2.104  0.11
H  1.491  2.716  -3.484  0.17
C  1.716  3.793  -1.766  0.02
H  -2.047  2.583  -4.107  0.12
H  -1.341  1.178  -3.377  0.10
H  -0.477  1.960  -4.676  0.08
H  1.604  4.774  -2.223  0.12
H  2.784  3.586  -1.813  0.11
H  1.330  3.810  -0.756  0.10
C  0.195  -1.747  -4.915  0.04
C  -0.087  -1.303  -6.329  -0.37
O  -1.120  -1.452  -6.885  0.18
N  1.032  -0.682  -7.172  0.08
H  1.215  0.299  -6.944  0.18
H  1.908  -1.153  -6.932  0.17
C  0.831  -0.835  -8.675  0.05
H  0.455  -2.809  -4.963  0.12
H  -0.586  -1.487  -4.210  0.09
H  1.146  -1.337  -4.552  0.06
H  1.720  -0.424  -9.142  0.12
H  -0.074  -0.318  -8.977  0.11
H  0.687  -1.891  -8.883  0.12
C  4.105  -2.057  -2.397  0.05
C  4.769  -0.735  -2.604  -0.39
O  4.669  0.254  -1.968  0.18
N  5.576  -0.647  -3.910  0.07
H  5.227  -1.314  -4.603  0.17
H  5.373  0.253  -4.354  0.18
C  7.086  -0.840  -3.762  0.07
H  4.763  -2.837  -2.794  0.11
H  3.163  -2.100  -2.948  0.10
H  3.921  -2.263  -1.349  0.09
H  7.475  -0.033  -3.148  0.11
H  7.487  -0.687  -4.761  0.12
H  7.232  -1.839  -3.370  0.11
C  -3.739  -2.280  -2.921  -0.07
C  -4.171  -3.359  -3.911  -0.22
C  -3.896  -2.925  -5.333  -0.16
N  -4.444  -3.816  -6.419  -0.28
C  -3.900  -5.202  -6.291  0.04
C  -4.169  -3.281  -7.808  -0.09
C  -5.400  -3.661  -8.658  -0.12
C  -6.354  -4.402  -7.722  -0.13
C  -5.967  -3.817  -6.380  -0.08
H  -2.656  -2.341  -2.766  0.06
H  -4.200  -2.418  -1.946  0.08
H  -3.986  -1.298  -3.327  0.08
H  -5.236  -3.586  -3.822  0.12
H  -3.737  -4.336  -3.690  0.12
H  -2.817  -2.847  -5.513  0.11
H  -4.242  -1.916  -5.565  0.13
H  -2.821  -5.131  -6.189  0.11
H  -4.240  -5.806  -7.122  0.12
H  -4.292  -5.605  -5.360  0.11
H  -3.215  -3.712  -8.112  0.13
H  -4.015  -2.203  -7.768  0.12
H  -5.124  -4.205  -9.560  0.13
H  -5.838  -2.737  -9.038  0.13
H  -6.239  -5.483  -7.774  0.12
H  -7.401  -4.181  -7.919  0.14
H  -6.340  -4.275  -5.471  0.14
H  -6.242  -2.760  -6.342  0.15
C  -4.372  2.877  0.177  -0.08
C  -3.260  3.789  0.699  -0.23
C  -3.616  4.252  2.103  -0.14
N  -2.844  5.430  2.604  -0.25
C  -1.381  5.117  2.745  0.03
C  -3.054  6.667  1.758  -0.11
C  -3.109  7.833  2.717  -0.12
C  -3.929  7.238  3.863  -0.14
C  -3.394  5.831  4.005  -0.07
H  -5.303  3.433  0.040  0.09
H  -4.596  2.071  0.876  0.07
H  -4.144  2.440  -0.795  0.07
H  -3.078  4.606  0.003  0.11
H  -2.382  3.136  0.762  0.08
H  -3.424  3.437  2.806  0.13
H  -4.675  4.491  2.209  0.15
H  -1.058  4.508  1.907  0.09
H  -1.181  4.653  3.703  0.09
H  -0.912  6.099  2.719  0.11
H  -2.270  6.726  1.003  0.14
H  -3.996  6.592  1.213  0.15
H  -2.110  8.067  3.088  0.13
H  -3.622  8.709  2.333  0.14
H  -3.784  7.855  4.751  0.14
H  -5.013  7.264  3.739  0.13
H  -2.536  5.836  4.672  0.13
H  -4.147  5.113  4.316  0.13
C  3.528  -1.087  3.669  -0.09
C  4.488  -0.536  2.618  -0.22
C  5.774  -0.101  3.301  -0.11
N  6.948  0.292  2.426  -0.28
C  6.659  1.569  1.714  0.04
C  7.322  -0.827  1.505  -0.11
C  8.810  -0.676  1.179  -0.12
C  9.362  0.259  2.275  -0.12
C  8.211  0.459  3.251  -0.08
H  3.125  -0.371  4.384  0.08
H  3.882  -1.992  4.163  0.09
H  2.624  -1.423  3.140  0.04
H  4.026  0.268  2.044  0.11
H  4.601  -1.372  1.920  0.10
H  6.195  -0.794  4.028  0.14
H  5.557  0.823  3.844  0.14
H  6.343  2.329  2.424  0.12
H  5.927  1.328  0.948  0.10
H  7.577  1.984  1.300  0.12
H  6.626  -0.929  0.676  0.12
H  7.221  -1.725  2.117  0.14
H  9.041  -0.259  0.202  0.11
H  9.289  -1.652  1.232  0.13
H  9.648  1.212  1.827  0.12
H  10.240  -0.080  2.819  0.14
H  8.161  1.403  3.787  0.15
H  8.247  -0.350  3.983  0.14
C  -0.754  0.986  9.475  -0.07
C  -1.016  0.182  8.210  -0.24
C  -1.509  1.015  7.040  -0.12
N  -1.999  0.282  5.806  -0.26
C  -3.169  -0.607  6.120  0.06
C  -0.884  -0.595  5.220  -0.08
C  -0.020  0.352  4.412  -0.14
C  -0.929  1.494  3.949  -0.12
C  -2.252  1.246  4.695  -0.10
H  -0.535  0.265  10.259  0.09
H  -1.623  1.572  9.772  0.09
H  0.079  1.677  9.356  0.08
H  -1.740  -0.622  8.370  0.11
H  -0.118  -0.393  7.951  0.11
H  -0.736  1.708  6.699  0.14
H  -2.377  1.599  7.355  0.14
H  -3.932  0.031  6.567  0.13
H  -2.851  -1.326  6.862  0.11
H  -3.549  -1.019  5.188  0.09
H  -1.466  -1.304  4.629  0.11
H  -0.410  -1.159  6.017  0.13
H  0.516  -0.125  3.592  0.09
H  0.765  0.749  5.062  0.11
H  -1.223  1.416  2.902  0.10
H  -0.503  2.476  4.135  0.10
H  -2.954  0.714  4.047  0.12
H  -2.789  2.108  5.091  0.14
C  -0.652  0.074  -0.081  -0.67
F  -1.692  -0.115  -0.864  0.16
F  -0.330  1.368  0.052  0.12
F  -0.930  -0.456  1.102  0.13
S  0.822  -0.802  -0.823  0.49
O  0.436  -2.155  -1.151  -0.30
O  1.136  -0.049  -2.067  -0.38
O  1.873  -0.731  0.187  -0.33
P  -4.033  -1.686  1.853  0.16
F  -4.117  -3.218  2.357  -0.15
F  -3.098  -2.231  0.620  -0.18
F  -5.346  -1.914  0.951  -0.14
F  -3.954  -0.173  1.280  -0.16
F  -4.922  -1.227  3.108  -0.14
F  -2.695  -1.471  2.766  -0.20

Atoms 1-3, force components in eV/Å:
C -0.4 -0.4 0.1
C 0.4 -0.4 -0.5
O -0.1 0.2 0.2